Here is an isolated molecule of C6H9N from the Open Molecules 2025 dataset. Energies are from ωB97M-V with the def2-TZVPD basis set.

## Properties
* orbital gap: 0.334 hartree
* largest force on an atom: 0.0204 hartree/bohr
* DFT total energy: -7857.9522 eV
* ΔE to the lowest compared entry with this formula, charge and spin: 0.207 eV
* SMILES: Cc1c[nH]cc1C
* HOMO level: -8.01 eV

Last column: natural (NBO) charge in e.
Geometry (Å):
C -1.94423 -0.52615 -0.03948  -0.62
C -0.49873 -0.41794 0.30559  -0.10
C 0.08465 -1.00455 1.40180  -0.06
N 1.40345 -0.66800 1.39643  -0.51
C 1.64176 0.19384 0.35859  -0.07
C 0.49270 0.35000 -0.34616  -0.09
C 0.39806 1.22783 -1.55856  -0.62
H -2.53148 0.36842 0.11082  0.21
H -2.41750 -1.33097 0.52508  0.21
H -2.09190 -0.82839 -1.07919  0.21
H -0.30797 -1.69053 2.13299  0.20
H 2.02358 -0.74929 2.18481  0.41
H 2.61704 0.63649 0.26167  0.20
H 1.38753 1.47988 -1.90704  0.21
H -0.14187 0.79895 -2.40620  0.21
H -0.11509 2.16042 -1.34115  0.21

***

Here is a structure of composition C16H19AsN2O2RhSe from the Open Molecules 2025 dataset. Energies are from ωB97M-V with the def2-TZVPD basis set.

## Properties
* charge: +1
* orbital gap (spin up / spin down): 0.224 / 0.224 hartree
* largest force on an atom: 0.0360 hartree/bohr
* DFT total energy: -153162.3057 eV
* ΔE to the lowest compared entry with this formula, charge and spin: 0.747 eV
* HOMO level (spin up / spin down): -10.85 / -10.83 eV

Last column: natural (NBO) charge in e.
Geometry (Å):
Rh -1.06452 -1.09109 0.05887  0.42
O -2.13948 6.36855 1.67786  -0.65
C -0.88277 5.93371 1.88780  0.77
O -0.00892 6.69611 2.17723  -0.53
C -0.62706 4.46425 1.70885  -0.14
C -1.41635 3.63843 0.92475  -0.19
C -1.09046 2.29648 0.77414  -0.20
C 0.02697 1.78123 1.41185  0.17
C 0.82024 2.60223 2.21213  -0.23
C 0.50108 3.93678 2.34671  -0.14
N 0.27842 0.39327 1.19812  -0.48
C 1.32328 -0.18750 1.64648  0.12
C 1.49773 -1.61867 1.40472  0.13
C 2.62712 -2.28152 1.85653  -0.19
C 2.75115 -3.64136 1.59940  -0.13
C 1.74167 -4.28186 0.90179  -0.22
C 0.64065 -3.55395 0.47653  0.08
N 0.51000 -2.24895 0.72180  -0.41
H -2.74884 5.63133 1.56645  0.48
H -2.27924 4.02022 0.39307  0.22
H -1.71176 1.64685 0.15227  0.22
H 1.68429 2.22873 2.74189  0.22
H 1.11266 4.59369 2.94649  0.26
H 2.10560 0.31705 2.20825  0.20
H 3.39204 -1.74015 2.39123  0.24
H 3.62056 -4.18403 1.93966  0.25
H 1.78725 -5.33822 0.68871  0.25
H -0.17468 -4.02477 -0.05379  0.23
Se -2.87637 -2.40084 0.17954  -0.35
C -1.95903 -0.35831 -3.44071  -0.95
As -0.88786 -1.41931 -2.24308  1.25
C 0.91958 -1.01648 -2.79678  -0.96
C -1.15323 -3.21199 -2.89618  -0.95
H -1.66592 -0.59697 -4.46414  0.24
H -1.79404 0.70025 -3.24740  0.25
H -3.01063 -0.59745 -3.29054  0.26
H 1.05524 -1.31255 -3.83769  0.24
H 1.62536 -1.55702 -2.16638  0.24
H 1.09624 0.05333 -2.69557  0.25
H -0.73423 -3.28829 -3.90043  0.24
H -2.22141 -3.41857 -2.92121  0.26
H -0.67031 -3.93261 -2.23924  0.24

***

Here is a structure of composition C6H8OS from the Open Molecules 2025 dataset. Energies are from ωB97M-V with the def2-TZVPD basis set.

## Properties
* orbital gap: 0.315 hartree
* largest force on an atom: 0.1295 hartree/bohr
* DFT total energy: -19228.2202 eV
* ΔE to the lowest compared entry with this formula, charge and spin: 6.044 eV
* HOMO level: -8.82 eV

Last column: natural (NBO) charge in e.
Geometry (Å):
C -0.09932 -0.31748 0.03556  -0.24
C -0.15262 1.04149 0.90255  -0.08
C 0.79059 1.60315 -1.02547  0.14
C 0.14421 0.41607 -1.26016  -0.33
C -1.57924 -0.83442 0.15434  -0.14
C -2.84856 -0.58757 -0.34118  -0.43
H 0.30117 -2.55984 0.97602  0.15
H -0.04754 0.76338 2.02765  0.23
H -1.23188 1.48744 0.48390  0.19
H 1.17487 2.18734 -1.75412  0.21
H -0.13874 -0.23740 -2.04778  0.23
H -1.55211 -1.89300 0.86764  0.18
H -3.65673 -1.18940 -0.22494  0.21
H -2.83003 -0.04857 -1.27685  0.20
O 0.85248 1.76726 0.31164  -0.50
S 1.47692 -1.28597 0.47885  -0.03

***

Here is a structure of composition CrI from the Open Molecules 2025 dataset. Energies are from ωB97M-V with the def2-TZVPD basis set.

## Properties
* charge: +2
* orbital gap (spin up / spin down): 0.225 / 0.250 hartree
* largest force on an atom: 0.0187 hartree/bohr
* DFT total energy: -36498.1338 eV
* ΔE to the lowest compared entry with this formula, charge and spin: 0.117 eV
* spin multiplicity: 6
* HOMO level (spin up / spin down): -20.96 / -20.70 eV

Last column: Löwdin spin population.
Geometry (Å):
Cr -0.55695 1.35544 -0.31996  4.21
I 0.55695 -1.35544 0.31996  0.79

***

Here is a cluster of 10 separate species, H20O10 in total from the Open Molecules 2025 dataset. Energies are from ωB97M-V with the def2-TZVPD basis set.

## Properties
* orbital gap: 0.386 hartree
* largest force on an atom: 0.0393 hartree/bohr
* DFT total energy: -20797.7361 eV
* ΔE to the lowest compared entry with this formula, charge and spin: 4.877 eV
* SMILES: O.O.O.O.O.O.O.O.O.O
* HOMO level: -10.60 eV

Last column: natural (NBO) charge in e.
Geometry (Å):
O 0.84856 1.29601 0.04552  -0.94
H 0.02357 1.37158 0.53814  0.46
H 1.17602 2.20118 -0.00378  0.48
O 1.70879 -2.18268 -0.85155  -0.95
H 0.77812 -2.20316 -0.60170  0.47
H 1.82962 -1.30637 -1.23428  0.48
O -4.93632 0.18847 -1.01096  -0.91
H -4.26814 0.76682 -0.62620  0.45
H -5.09220 0.56018 -1.88647  0.45
O 3.54846 2.75929 1.55512  -0.95
H 4.45013 2.50858 1.78562  0.47
H 3.13166 1.92820 1.30103  0.49
O -1.25403 -1.93885 2.84761  -0.94
H -0.63819 -1.27542 3.17865  0.48
H -2.12072 -1.53406 2.96593  0.46
O -3.66855 -0.80290 0.49437  -0.92
H -2.92616 -0.35286 0.91307  0.45
H -3.91230 -1.48980 1.12504  0.47
O -2.08439 3.15818 -0.59133  -0.93
H -2.69444 2.42936 -0.43117  0.46
H -2.43645 3.59018 -1.37773  0.47
O 4.08735 -2.82909 -0.72139  -0.94
H 3.77104 -3.48366 -1.35423  0.47
H 3.50308 -2.07395 -0.85325  0.47
O 3.09933 1.52874 -0.87592  -0.96
H 3.59579 1.07934 -1.56914  0.47
H 3.74708 2.11137 -0.46368  0.48
O -1.34124 -1.34465 -0.90637  -0.92
H -1.32554 -1.59878 0.02323  0.47
H -0.65562 -1.88881 -1.30986  0.45

***

Here is a cluster of 2 separate species, C7H15O5 in total from the Open Molecules 2025 dataset. Energies are from ωB97M-V with the def2-TZVPD basis set.

## Properties
* charge: -1
* orbital gap: 0.158 hartree
* largest force on an atom: 0.0198 hartree/bohr
* DFT total energy: -17737.6867 eV
* HOMO level: -1.23 eV

Last column: natural (NBO) charge in e.
Geometry (Å):
C 2.75840 0.93253 -2.95259  -0.64
C 1.66455 -0.15759 -2.83416  -0.07
O 0.46674 0.28278 -3.41700  -0.63
C -0.31686 1.05178 -2.46263  -0.16
O -1.68855 0.58306 -2.60812  -0.82
H 3.76528 0.56764 -2.67192  0.17
H 2.82768 1.38595 -3.95118  0.19
H 2.49555 1.70838 -2.21380  0.21
H 1.96358 -1.14015 -3.24053  0.14
H 1.46881 -0.27654 -1.75018  0.18
H -0.32292 2.10442 -2.86649  0.04
H -1.77764 0.31145 -3.53212  0.42
C -2.04004 -1.34113 0.44459  -0.66
C -1.07516 -2.05214 1.37275  -0.07
O -0.09044 -1.15530 1.90640  -0.48
C -0.50908 -0.36554 2.88473  0.98
O -1.60712 -0.34693 3.37289  -0.66
O 0.51168 0.42137 3.24032  -0.50
C 0.17090 1.38861 4.22625  -0.25
H -1.49870 -0.80595 -0.34129  0.27
H -2.72269 -2.05597 -0.01843  0.20
H -2.63244 -0.60180 0.98391  0.21
H -0.52276 -2.80755 0.81440  0.19
H -1.59722 -2.56490 2.18433  0.17
H -0.28622 0.92109 5.09792  0.19
H -0.49912 2.13539 3.80014  0.19
H 1.09379 1.87704 4.53181  0.19